1.
Entry from OMol25: 2 unconnected molecules or ions with the total composition ClH3NOP in a non-equilibrium geometry (wB97M-V/def2-TZVPD).

HOMO in eV: -10.0322
Strongest force on any atom in eV/A: 3.71
Frontier orbital gap in eV: 9.543

Each line ends with the Mulliken charge.
Atoms and positions in Å:
O -2.38948 3.22335 0.66872  -0.37
P -2.13464 2.84360 -0.70696  0.51
Cl -3.54381 1.48287 -1.09321  -0.17
N -0.26286 0.11330 -0.27784  -0.59
H 0.75457 0.04290 -0.39423  0.19
H -0.63716 0.29242 0.60772  0.24
H -0.67144 -0.48412 -0.89367  0.19


2.
Entry from OMol25: a gas-phase ion, C6H6N2O4 (charge -2) in a non-equilibrium geometry (wB97M-V/def2-TZVPD).

HOMO in eV: -0.4014
Strongest force on any atom in eV/A: 3.61
Frontier orbital gap in eV: 6.886
Net charge: -2

Each line ends with the Mulliken charge.
Atoms and positions in Å:
C 2.64806 0.30884 1.67135  -1.10
C 1.81114 -0.26055 0.48245  0.59
O 2.42975 -1.04303 -0.31853  -0.84
N 0.55640 0.12430 0.58521  -0.65
C -0.43250 -0.32575 -0.33413  1.04
C -0.13946 0.01154 -1.75326  -1.22
C -1.51793 -1.29901 0.14776  0.02
O -1.89418 -2.42765 0.31638  -0.70
N -1.83572 -0.01222 0.11492  0.01
C -2.98038 0.88740 0.04782  0.46
O -3.91512 0.37558 0.67775  -0.70
O -2.86418 1.88835 -0.66286  -0.68
H 3.30538 1.05166 1.29426  0.19
H 1.90339 0.75103 2.36459  0.33
H 3.34014 -0.35306 2.02433  0.34
H -0.79687 0.84884 -2.32506  0.19
H -0.52653 -0.73682 -2.41030  0.34
H 0.90862 0.21055 -1.92269  0.38


3.
Entry from OMol25: C5H8O in the gas phase (wB97M-V/def2-TZVPD).

HOMO in eV: -9.9688
Strongest force on any atom in eV/A: 0.45
Frontier orbital gap in eV: 11.037

Each line ends with the Mulliken charge.
Atoms and positions in Å:
O -0.18003 -0.09457 -2.05521  -0.53
C 0.63127 0.11740 -0.92621  -0.27
C 0.20004 1.26295 0.03036  -0.61
C -0.01710 0.23487 1.12869  -0.14
C -0.86422 -0.91590 0.68555  -0.68
C 0.55735 -0.87346 0.25265  -0.07
H -1.10542 0.00549 -1.79742  0.34
H 1.64434 0.21076 -1.32076  0.38
H -0.63909 1.89703 -0.29303  0.26
H 1.06528 1.88833 0.25037  0.27
H 0.15444 0.39289 2.19052  0.35
H -1.61127 -0.87147 -0.10309  0.07
H -1.12414 -1.60880 1.47430  0.28
H 1.28854 -1.64551 0.48326  0.37


4.
Entry from OMol25: a molecular structure, C37H34As3Cl2NO16S2Tl in a non-equilibrium geometry (wB97M-V/def2-TZVPD).

HOMO (spin up / spin down) in eV: -4.7167 / -4.7762
Strongest force on any atom in eV/A: 4.17
Frontier orbital gap (spin up / spin down) in eV: 2.651 / 4.146
Net charge: -1

Each line ends with the Mulliken charge.
Atoms and positions in Å:
Tl -3.01455 0.77040 -0.29732  1.20
O -2.40826 0.96159 4.29426  -0.70
As -2.26820 -0.46921 3.23867  1.05
O -1.52226 -1.83179 3.80167  -0.72
O -1.79888 0.02087 1.68629  -0.20
C -4.17952 -0.90516 2.96106  -0.45
C -4.63783 -2.10938 3.51443  -0.43
C -5.85483 -2.66882 3.13122  -0.54
C -6.61413 -2.05996 2.17707  -0.63
C -6.20406 -0.84634 1.62703  -0.84
C -5.05091 -0.20308 2.11449  0.81
S -5.22755 1.57472 2.01938  1.28
O -6.54505 1.89483 2.55217  -0.68
O -3.96938 2.11388 2.59228  -0.67
O -5.16327 1.85882 0.52002  -0.67
H -3.00269 1.53840 3.74119  0.49
H -3.92821 -2.61470 4.24812  0.32
H -6.25519 -3.57823 3.57151  0.38
H -7.58509 -2.46762 1.89118  0.41
H -6.80686 -0.28704 0.88782  0.40
C -0.34758 3.29631 1.15088  -0.84
C -0.49973 4.15202 -0.07008  0.89
C -0.18545 5.54828 0.20718  -0.68
C -0.28615 6.44059 -0.81106  -0.78
C -0.55103 5.95779 -2.13002  0.71
C -0.86007 6.78914 -3.21162  -0.42
C -1.16840 6.30810 -4.46894  -0.61
C -1.26291 4.94489 -4.73175  -0.47
C -1.15311 4.03565 -3.65338  0.25
S -1.26190 2.43589 -4.11098  -0.16
C -0.82158 4.51676 -2.29119  0.04
N -0.75717 3.70696 -1.26682  -0.27
H 0.28384 3.78566 1.89055  0.40
H 0.21932 2.37084 0.88035  0.05
H -1.31555 2.98634 1.57543  0.09
H 0.01373 5.82548 1.23596  0.40
H -0.10010 7.47966 -0.58402  0.39
H -0.77947 7.90094 -3.08951  0.28
H -1.26785 6.93912 -5.34233  0.35
H -1.37654 4.56750 -5.73837  0.46
Cl -6.00922 -6.96614 -1.47116  -0.28
C -5.39172 -5.35475 -1.64257  0.23
C -6.05400 -4.43947 -2.46471  -0.62
C -5.70804 -3.08794 -2.40794  0.37
Cl -6.47635 -1.99761 -3.46459  -0.24
C -4.61740 -2.63453 -1.51857  -0.04
O -4.41285 -1.42176 -1.41894  -0.64
C -3.83408 -3.68233 -0.87863  0.71
C -2.58311 -3.22297 -0.29848  -0.34
O -1.50507 -3.03558 -0.84635  -0.50
C -4.23019 -5.02634 -0.95647  -0.63
H -6.85995 -4.73304 -3.10008  0.43
H -2.69268 -2.80894 0.72519  0.22
H -3.65615 -5.80493 -0.46051  0.41
C 3.69825 2.70818 2.59174  -0.64
O 3.21464 1.53386 3.23135  -0.36
C 2.63755 0.59880 2.47026  -0.01
O 1.47062 0.19547 2.63167  -0.45
C 3.46603 -0.13192 1.39747  1.08
C 4.79930 -0.48006 1.41812  0.30
As 6.03433 -0.75616 -0.16944  0.26
C 6.20052 1.19485 -0.48840  -1.15
C 4.48021 -0.95490 -1.38066  0.17
C 3.71647 -1.93904 -0.79351  0.38
As 2.27513 -1.30879 0.41457  0.98
C 2.24360 -3.05603 1.42081  -1.28
C 3.50862 -3.31454 -1.30211  -0.38
O 4.15404 -4.32874 -1.13188  -0.62
O 2.26338 -3.36566 -1.96853  -0.14
C 1.82830 -4.65524 -2.52583  -0.81
C 4.32601 -0.20980 -2.62867  0.09
O 5.28485 -0.01994 -3.39542  -0.63
O 3.02332 0.35183 -2.76779  -0.02
C 2.74144 0.90843 -4.11332  -0.67
C 5.48517 -0.97536 2.66441  0.15
O 4.96022 -1.67681 3.52660  -0.60
O 6.84949 -0.82807 2.55614  -0.33
C 7.59958 -1.78152 3.33244  -0.72
H 3.35024 3.54746 3.18167  0.30
H 3.23172 2.89421 1.60438  0.27
H 4.81226 2.69309 2.47980  0.25
H 6.81912 1.25437 -1.38193  0.38
H 6.68912 1.59132 0.42230  0.33
H 5.19623 1.59786 -0.62982  0.29
H 1.94288 -3.84317 0.75967  0.38
H 1.52561 -2.97595 2.23198  0.44
H 3.20312 -3.21874 1.86680  0.39
H 2.33411 -5.46597 -1.99919  0.38
H 2.25722 -4.66456 -3.56681  0.27
H 0.74454 -4.61009 -2.59545  0.18
H 1.63458 0.96351 -4.10569  0.12
H 3.01886 0.29104 -4.99455  0.30
H 3.15328 1.88527 -4.23132  0.31
H 8.65184 -1.46412 3.34694  0.23
H 7.49423 -2.76990 2.76181  0.30
H 7.22518 -1.87828 4.35033  0.31


5.
Entry from OMol25: a molecular structure, C6H10O (wB97M-V/def2-TZVPD).

HOMO in eV: -9.4683
Strongest force on any atom in eV/A: 0.61
Frontier orbital gap in eV: 10.180

Each line ends with the Mulliken charge.
Atoms and positions in Å:
C -0.98700 -1.67633 0.35121  -1.40
C 0.08750 -0.61467 0.51071  0.28
C 1.25855 -0.70901 -0.55238  -0.46
C 1.77111 0.73348 -1.04597  -0.64
C 0.82676 1.17513 -0.33800  -0.06
C -0.41957 0.86716 0.37118  -0.08
O -1.60354 1.06657 -0.35513  -0.54
H -1.49727 -1.59555 -0.61466  0.28
H -0.53091 -2.67148 0.40994  0.40
H -1.74628 -1.60167 1.13562  0.37
H 0.54217 -0.69121 1.50455  0.32
H 0.93333 -1.23005 -1.45849  0.30
H 2.11345 -1.24587 -0.13515  0.35
H 0.21384 3.59394 -0.68950  0.01
H 0.82898 3.62479 -0.26867  0.05
H -0.56667 1.36066 1.33249  0.41
H -1.43878 0.80360 -1.27120  0.41


Question: Look up the strongest force on any atom of the fourth one.
Answer: 4.17 eV/A


Question: Look up the strongest force on any atom of the third one.
Answer: 0.45 eV/A